Below is the molecule C5H8O2, with properties calculated with ωB97M-V with the def2-TZVPD basis set.

Each line ends with the natural charge from an NBO analysis.
Geometry (Å):
C  0.4577  0.5440  0.6036  -0.234
C  -0.7948  0.9842  0.5955  -0.112
C  0.9528  -0.3143  -0.5518  -0.569
C  -1.8791  0.9755  -0.4513  -0.644
C  1.0901  -1.7833  -0.2061  0.795
O  1.5518  -1.9698  1.0319  -0.673
O  0.8868  -2.7139  -0.9372  -0.556
H  0.9489  0.8351  1.4346  0.197
H  -1.0395  1.5622  1.3734  0.175
H  0.3894  -0.2001  -1.3961  0.236
H  1.8895  0.3003  -0.8858  0.247
H  -2.7339  0.8544  0.0533  0.217
H  -1.9229  1.8527  -0.9901  0.221
H  1.8133  -1.1332  1.4933  0.491
H  -1.6100  0.2064  -1.1673  0.209

The SMILES is C/C=C\CC(=O)O. The value obtained for the gap between HOMO and LUMO is 10.415 eV. The calculation puts the LUMO energy at 0.64 eV. The total energy comes out at -345.74428 a.u.